# 1
Density functional theory data (ωB97M-V/def2-TZVPD) for a 4-piece molecular cluster, C26H35BF3NO3S overall.

SMILES string = CC(C)CCNC[C@@H](OCS)B(O)O.Fc1ccccc1.Fc1ccccc1.Fc1ccccc1

```
70
Properties=species:S:1:pos:R:3:mulliken_charge:R:1
C 7.2128 1.2236 -0.4357 -1.30
C 7.3966 1.7350 -1.8805 0.71
C 7.7787 3.2182 -1.9073 -1.63
C 6.1999 1.4877 -2.8390 -0.64
C 4.8362 1.1988 -2.2107 -0.81
N 3.7161 1.3549 -3.1438 -0.25
C 3.2896 2.7509 -3.3198 -0.88
C 1.7861 2.8929 -3.1777 -0.09
O 1.4621 2.6260 -1.7950 -0.31
C 0.1815 2.0905 -1.6257 -0.29
S -0.3416 2.2933 0.1045 -0.34
B 1.2497 4.3590 -3.5453 0.62
O 2.1369 5.4099 -3.5454 -0.56
O -0.0659 4.5901 -3.9080 -0.48
H 7.6116 1.9539 0.2714 0.36
H 7.7763 0.3055 -0.2662 0.30
H 6.1773 1.0504 -0.1535 0.33
H 8.2520 1.1954 -2.2939 0.27
H 8.5428 3.4432 -1.1614 0.44
H 6.9063 3.8574 -1.7460 0.31
H 8.1990 3.4788 -2.8814 0.39
H 6.0823 2.3765 -3.4689 0.35
H 6.4439 0.6741 -3.5294 0.27
H 4.8106 0.1727 -1.8326 0.29
H 4.6516 1.8414 -1.3472 0.46
H 4.0534 1.0460 -4.0491 0.29
H 3.7684 3.3993 -2.5806 0.30
H 3.5760 3.1485 -4.2999 0.43
H 1.3261 2.1363 -3.8275 0.22
H -0.5643 2.6031 -2.2351 0.24
H 0.1630 1.0243 -1.8740 0.28
H 0.8063 2.7757 0.5907 0.10
H 1.8902 6.1418 -2.9680 0.31
H -0.7389 4.4069 -3.2413 0.32
F -2.8718 -3.9933 2.0973 -0.30
C -1.8047 -3.1613 2.1303 0.49
C -1.8170 -2.0361 1.3325 -0.69
C -0.7207 -1.1853 1.3750 0.17
C 0.3575 -1.4729 2.2006 -0.69
C 0.3417 -2.6145 2.9899 -0.34
C -0.7490 -3.4727 2.9622 -0.50
H -2.6683 -1.8364 0.6951 0.46
H -0.7081 -0.2900 0.7671 0.22
H 1.2085 -0.8054 2.2263 0.41
H 1.1819 -2.8429 3.6324 0.37
H -0.7871 -4.3659 3.5706 0.41
F -2.9396 2.9660 -1.8898 -0.18
C -4.0184 2.3436 -1.3504 0.52
C -3.9345 1.8603 -0.0609 -0.34
C -5.0499 1.2302 0.4746 -0.47
C -6.2087 1.0885 -0.2763 -0.65
C -6.2574 1.5831 -1.5722 -0.31
C -5.1548 2.2213 -2.1224 -0.55
H -3.0226 1.9761 0.5069 0.41
H -5.0083 0.8483 1.4862 0.40
H -7.0722 0.5943 0.1477 0.38
H -7.1576 1.4730 -2.1621 0.36
H -5.1691 2.6197 -3.1275 0.43
F -8.1800 -6.7056 5.4435 -0.32
C -6.8556 -6.5597 5.2247 0.39
C -5.9826 -7.4383 5.8333 -0.50
C -4.6232 -7.2825 5.6009 -0.35
C -4.1627 -6.2632 4.7791 -0.40
C -5.0644 -5.3930 4.1823 -0.08
C -6.4272 -5.5386 4.4011 -0.62
H -6.3665 -8.2218 6.4719 0.41
H -3.9224 -7.9639 6.0652 0.36
H -3.1021 -6.1464 4.6011 0.35
H -4.7047 -4.5988 3.5432 0.35
H -7.1511 -4.8778 3.9442 0.41
```

# 2
Density functional theory data (ωB97M-V/def2-TZVPD) for C20H20I3N5O3Pd as an isolated structure.

2S+1 = 3
energy relative to the best compared isomer or geometry (same formula, charge and spin) = 0.776 eV
charge = -2

```
52
Properties=species:S:1:pos:R:3:mulliken_spin:R:1
Pd 0.0766 -0.5902 0.0511 0.03
I 5.2363 -0.6177 1.3137 0.00
C 3.5601 0.0087 2.4402 -0.04
C 3.7133 0.4352 3.7419 0.04
C 2.5821 0.8217 4.4416 -0.04
I 2.8885 1.5055 6.4372 0.00
C 1.2853 0.7841 3.8938 -0.11
C 0.0924 1.1743 4.5488 0.52
C -1.1280 1.0819 3.8484 -0.05
C -1.1576 0.5878 2.5724 0.12
N -0.0430 0.1620 1.9291 0.21
C 1.1784 0.3020 2.5573 0.13
C 2.3142 -0.0579 1.7734 0.07
O 2.2049 -0.4264 0.5398 0.04
H 4.6901 0.4810 4.2018 0.01
H 0.1147 1.5520 5.5611 0.05
H -2.0564 1.3887 4.3152 0.01
H -2.0854 0.4941 2.0214 0.04
I -1.7452 5.6612 -2.3430 0.00
C -1.4114 3.8358 -1.3448 0.00
C -2.2141 2.7185 -1.4109 0.00
N -1.6073 1.7909 -0.6537 0.01
N -0.4691 2.2375 -0.1244 -0.01
C -0.3264 3.4844 -0.5258 0.00
H -3.1408 2.5416 -1.9292 0.00
H -1.8392 0.7900 -0.4833 0.00
H 0.5193 4.0834 -0.2329 0.00
O 0.7629 0.8938 -2.5116 0.00
C 0.7473 -0.2904 -2.7734 0.00
C 1.1463 -0.8365 -4.1485 0.00
C 0.7111 -2.2875 -4.0835 0.00
C 0.3256 -2.4881 -2.6070 -0.01
O 0.0051 -3.5844 -2.1721 0.00
N 0.3620 -1.3093 -1.9374 -0.01
H 2.2261 -0.7276 -4.2610 0.00
H 0.6654 -0.2505 -4.9310 0.00
H 1.4855 -3.0058 -4.3519 0.00
H -0.1716 -2.4955 -4.6909 0.00
C -3.0635 -2.1289 1.8336 0.09
C -2.1840 -2.3170 0.5767 -0.12
C -3.0460 -3.0191 -0.4958 0.08
C -1.0363 -3.2817 0.9556 0.01
N -1.8046 -1.0227 0.0657 0.96
H -3.4290 -3.0979 2.1825 0.01
H -3.9170 -1.4860 1.6028 0.00
H -2.4875 -1.6589 2.6309 -0.02
H -3.4480 -3.9545 -0.0980 0.00
H -2.4322 -3.2343 -1.3713 -0.01
H -3.8773 -2.3727 -0.7878 0.00
H -1.4485 -4.2195 1.3472 0.00
H -0.4013 -2.8361 1.7226 0.00
H -0.4402 -3.5054 0.0738 -0.01
```

# 3
Density functional theory data (ωB97M-V/def2-TZVPD) for a 2-piece molecular cluster, C31H27F3NO4S overall.

energy relative to the best compared isomer or geometry (same formula, charge and spin) = 1.239 eV
charge = -1

```
67
Properties=species:S:1:pos:R:3:mulliken_charge:R:1
C -5.2732 1.7527 3.6580 -1.39
C -3.8117 1.4784 3.6561 1.04
C -3.3529 0.1626 3.6738 -0.42
C -2.0168 -0.1320 3.7049 -1.14
C -1.0497 0.9105 3.7078 1.18
C 0.2945 0.6501 3.7214 -0.73
S 1.4650 2.0201 3.7104 0.89
C 3.0219 1.0325 3.6655 0.58
F 4.0398 1.8978 3.6775 -0.22
F 3.0154 0.2445 4.7444 -0.19
F 2.9811 0.3157 2.5391 -0.07
O 1.0873 2.7547 2.4457 -0.62
O 1.1610 2.7682 4.9860 -0.65
C -1.5357 2.2475 3.6754 -0.96
C -2.8760 2.5109 3.6475 -0.79
H -5.4842 2.8205 3.6638 0.34
H -5.7452 1.3299 2.7731 0.26
H -5.7534 1.3162 4.5337 0.29
H -4.0747 -0.6347 3.6653 0.37
H -1.6848 -1.1562 3.7358 0.35
H 0.6697 -0.3508 3.7101 0.34
H -0.8232 3.0572 3.6536 0.30
H -3.2262 3.5276 3.6149 0.25
C 5.9782 2.8056 -1.0160 -0.53
C 4.7190 2.3758 -1.3876 -0.29
C 4.3193 1.1058 -1.0184 -0.17
C 5.1569 0.2806 -0.2726 0.20
C 6.4112 0.7167 0.1088 -0.49
C 6.8173 1.9819 -0.2748 -0.48
C 4.4976 -1.0129 -0.0507 -0.61
O 4.9684 -1.9764 0.5172 -0.68
C 3.1809 -0.9236 -0.6871 0.18
C 2.2295 -1.8844 -0.6046 -0.28
C 0.9491 -1.8378 -1.2872 0.49
C 0.8481 -1.4080 -2.6146 -1.15
C -0.3582 -1.3210 -3.2649 0.70
C -1.5415 -1.6691 -2.5767 0.18
N -2.7728 -1.6161 -3.2242 0.09
C -2.8807 -1.2889 -4.6625 -0.64
C -1.7827 -0.3262 -5.1076 -0.83
C -0.3988 -0.8381 -4.6870 -0.90
C -4.0164 -2.0491 -2.5538 -0.64
C -3.9693 -1.7866 -1.0505 -0.81
C -2.6955 -2.3723 -0.4273 -0.86
C -1.4588 -2.0783 -1.2255 0.94
C -0.2297 -2.1808 -0.6188 -1.12
C 3.0694 0.3990 -1.3197 0.97
O 2.1535 0.8552 -1.9714 -0.70
H 6.3142 3.7864 -1.3138 0.40
H 4.0478 2.9964 -1.9574 0.50
H 7.0415 0.0622 0.6869 0.49
H 7.8012 2.3290 -0.0027 0.40
H 2.4280 -2.7195 0.0474 0.52
H 1.7476 -1.1163 -3.1276 0.60
H -2.8176 -2.2234 -5.2299 0.26
H -3.8720 -0.8668 -4.8570 0.40
H -1.8197 -0.1731 -6.1948 0.37
H -1.9587 0.6589 -4.6584 0.31
H 0.3559 -0.0515 -4.8163 0.39
H -0.0899 -1.6581 -5.3458 0.30
H -4.8650 -1.5331 -3.0144 0.42
H -4.1521 -3.1180 -2.7482 0.24
H -4.0015 -0.7052 -0.8688 0.30
H -4.8589 -2.2025 -0.5586 0.37
H -2.5614 -1.9934 0.5949 0.33
H -2.7916 -3.4591 -0.3314 0.31
H -0.1697 -2.4876 0.4099 0.50
```

Number 1: total energy -54827.45725 eV. Number 2: total energy -62439.70465 eV. Number 3: total energy -61252.30679 eV.